Record 1
Molecular formula: C2H7NO2P
Method: DFT, ωB97M-V/def2-TZVPD

Output
Energy relative to the best compared isomer or geometry (same formula, charge and spin), kcal per mole: 18.2
Orbital gap, eV: 8.549
Net charge: -1

Last column: natural (NBO) charge in e.
Atoms and positions in Å:
C (-1.7871, 0.3633, -0.4743)  -0.377
C (-2.4593, 0.3986, 0.6480)  -0.428
N (1.2381, -0.9677, 0.6481)  -1.179
O (1.4905, 0.6874, -1.4625)  -1.196
O (3.4830, -0.8576, -0.6871)  -1.172
P (2.3292, 0.0436, -0.3555)  2.081
H (-0.6373, 0.2188, -0.5474)  0.255
H (-2.3562, 0.5620, -1.3685)  0.180
H (2.5760, 1.0208, 0.6255)  -0.219
H (-2.1161, -0.0817, 1.6041)  0.183
H (-3.3773, 0.8680, 0.7182)  0.171
H (1.2622, -1.7123, -0.0145)  0.358
H (0.3544, -0.5432, 0.6660)  0.342

Forces on atoms 1 to 2 (eV/Å):
2.3 -0.1 -0.7
1.5 -1.5 2.1

***

Record 2
Molecular formula: C2H7NO2S
Method: DFT, ωB97M-V/def2-TZVPD

Output
Energy relative to the best compared isomer or geometry (same formula, charge and spin), kcal per mole: 78.1
Orbital gap, eV: 10.168
Net charge: 0

Last column: natural (NBO) charge in e.
Atoms and positions in Å:
C (1.2148, -0.1874, 0.8681)  -0.008
C (-0.0592, -1.1678, -0.9116)  -0.454
N (0.1028, -0.5176, 0.3523)  -0.433
O (-2.6065, -0.2368, -0.5802)  -0.903
O (-1.6032, 1.7076, 0.5082)  -0.920
S (-1.9693, 0.2705, 0.6463)  1.647
H (1.2675, 0.4823, 1.7524)  0.217
H (0.6191, 2.2365, 0.3645)  0.062
H (2.1425, -0.7476, 0.4369)  0.179
H (0.8490, -1.3985, -1.4340)  0.193
H (-0.7613, -1.9947, -0.7402)  0.233
H (-0.5017, -0.3860, -1.5535)  0.244
H (1.3055, 1.9396, 0.2908)  -0.058

Forces on atoms 1 to 2 (eV/Å):
0.4 -2.1 -0.5
-0.4 0.4 -0.2

***

Record 3
Molecular formula: C2H7NO2S
Method: DFT, ωB97M-V/def2-TZVPD

Output
Energy relative to the best compared isomer or geometry (same formula, charge and spin), kcal per mole: 112.3
SMILES: NOSO.C=C
Orbital gap, eV: 9.826
Net charge: 0

Last column: natural (NBO) charge in e.
Atoms and positions in Å:
C (-2.3966, 0.8212, 0.4129)  -0.403
C (-2.3524, -0.2971, -0.4333)  -0.357
N (3.9183, -0.5841, 0.4908)  -0.519
O (0.7772, -0.3314, -0.1591)  -0.855
O (3.1219, 0.5516, 0.5138)  -0.529
S (1.9849, 0.7335, -0.6561)  0.743
H (0.5298, -0.0155, 0.7126)  0.480
H (-1.7442, 0.9613, 1.2397)  0.175
H (-3.2629, 1.5314, 0.5868)  0.201
H (-1.5903, -1.0327, -0.3171)  0.195
H (-2.9613, -0.4855, -1.2480)  0.189
H (3.3183, -1.4426, 0.4627)  0.340
H (4.5631, -0.6977, -0.3572)  0.340

Forces on atoms 1 to 2 (eV/Å):
-2.0 -2.3 -1.6
0.9 3.7 3.5

***

Record 4
Molecular formula: C2H7NO3
Method: DFT, ωB97M-V/def2-TZVPD

Output
Energy relative to the best compared isomer or geometry (same formula, charge and spin), kcal per mole: 19.0
SMILES: NCC(=O)O.O
Orbital gap, eV: 10.358
Net charge: 0

Last column: natural (NBO) charge in e.
Atoms and positions in Å:
O (2.0262, 0.0633, -0.9594)  -0.574
C (0.9577, 0.0215, -0.4268)  0.786
O (-0.1626, -0.4542, -1.0328)  -0.689
C (0.6699, 0.5521, 0.9566)  -0.325
N (0.2501, 1.9401, 0.7701)  -0.826
H (0.1308, -0.5765, -1.9578)  0.495
H (-0.0918, -0.0331, 1.4850)  0.182
H (1.5524, 0.4641, 1.5813)  0.223
H (-0.7611, 2.0202, 0.6191)  0.360
H (0.4224, 2.5321, 1.5851)  0.368
H (-3.1206, -1.6029, -0.3685)  0.468
H (-2.4288, -1.1350, 0.8918)  0.463
O (-2.7581, -1.9266, 0.4669)  -0.930

Forces on atoms 1 to 2 (eV/Å):
0.2 -0.1 -0.3
-0.3 -0.2 0.5

***

Record 5
Molecular formula: C2H7NO3P
Method: DFT, ωB97M-V/def2-TZVPD

Output
Energy relative to the best compared isomer or geometry (same formula, charge and spin), kcal per mole: 50.6
Orbital gap, eV: 7.206
Net charge: -1

Last column: natural (NBO) charge in e.
Atoms and positions in Å:
C (-0.5577, 1.2691, 0.5413)  -0.806
C (-0.5095, 1.1449, 2.0286)  0.453
N (0.5295, -1.1841, -0.5118)  -1.182
O (-0.1010, -0.8250, -3.0196)  -1.201
O (-1.7510, -2.0786, -1.4613)  -1.057
O (0.3093, 1.6814, 2.7522)  -0.582
P (-0.0870, -1.9838, -2.1226)  1.382
H (-0.0499, 0.3043, 0.1233)  0.340
H (-1.5413, 1.4819, 0.0732)  0.218
H (0.0463, 2.0993, 0.1600)  0.202
H (-1.3598, 0.5992, 2.3547)  0.089
H (1.4407, -0.7935, -0.6420)  0.347
H (0.7579, -1.9621, 0.1058)  0.341
H (-2.2873, -1.7165, -2.0888)  0.455

Forces on atoms 1 to 2 (eV/Å):
0.9 0.5 -0.6
0.5 2.1 -1.9

***

Record 6
Molecular formula: C2H7NO4
Method: DFT, ωB97M-V/def2-TZVPD

Output
Energy relative to the best compared isomer or geometry (same formula, charge and spin), kcal per mole: 35.8
SMILES: O=CNC=O.O.O
Orbital gap, eV: 10.938
Net charge: 0

Last column: natural (NBO) charge in e.
Atoms and positions in Å:
O (-0.3578, -0.8262, 1.1150)  -0.602
C (-0.9190, -1.0170, 0.0433)  0.551
N (-0.7601, -0.2075, -1.0895)  -0.645
C (-1.0612, -0.9495, -2.2824)  0.527
O (-2.0169, -1.6936, -2.5037)  -0.513
H (-1.7209, -1.7302, -0.1322)  0.150
H (0.0118, 0.3392, -1.1848)  0.423
H (-0.1400, -1.2245, -2.7132)  0.120
H (0.9690, -0.1362, 2.0845)  0.503
H (1.7971, 0.4608, 3.2510)  0.460
O (1.8175, 0.3744, 2.2876)  -0.980
H (1.5644, 2.2507, 0.2576)  0.483
H (0.1393, 2.3255, 0.8433)  0.486
O (0.6768, 2.0341, 0.0233)  -0.963

Forces on atoms 1 to 2 (eV/Å):
-0.9 -0.7 -1.6
0.2 2.0 1.3

***

Record 7
Molecular formula: C2H7NO4P
Method: DFT, ωB97M-V/def2-TZVPD

Output
Energy relative to the best compared isomer or geometry (same formula, charge and spin), kcal per mole: 29.2
Orbital gap, eV: 8.255
Net charge: -1

Last column: natural (NBO) charge in e.
Atoms and positions in Å:
C (0.2241, 0.8129, -1.6639)  -0.675
C (-0.4649, 0.2339, 0.0708)  0.106
N (-0.6772, 1.3583, 0.8947)  -0.875
O (-0.0628, -1.1316, 2.3160)  -1.177
O (0.2733, -2.3748, 0.0782)  -1.183
O (1.9797, -0.5997, 0.9784)  -1.005
O (-1.6929, -0.2787, -0.3861)  -0.753
P (0.4308, -1.1522, 0.9023)  2.294
H (1.0076, 1.5310, -1.5376)  0.185
H (0.4682, -0.0644, -2.0850)  0.176
H (-0.7564, 1.3600, -2.0442)  0.185
H (-1.6628, 1.4881, 1.2548)  0.370
H (2.4661, -1.2453, 0.5303)  0.477
H (-0.0909, 1.1354, 1.6521)  0.383
H (-1.4420, -1.0726, -0.9608)  0.491

Forces on atoms 1 to 2 (eV/Å):
-4.1 3.0 4.3
0.2 0.8 -4.2

***

Record 8
Molecular formula: C2H7NOS
Method: DFT, ωB97M-V/def2-TZVPD

Output
Energy relative to the best compared isomer or geometry (same formula, charge and spin), kcal per mole: 53.4
SMILES: C[C@H](S)ON
Orbital gap, eV: 10.273
Net charge: 0

Last column: natural (NBO) charge in e.
Atoms and positions in Å:
C (0.7231, -1.1729, 0.8637)  -0.642
C (-0.2844, -0.1684, 0.3692)  -0.029
N (-0.2912, 2.0183, -0.6771)  -0.539
O (0.4850, 0.8499, -0.5037)  -0.436
S (-1.6428, -0.9115, -0.5696)  -0.034
H (1.1818, -1.6918, 0.0231)  0.217
H (0.2208, -1.8956, 1.5008)  0.228
H (1.5011, -0.6667, 1.4304)  0.224
H (-0.7532, 0.4088, 1.1653)  0.209
H (0.3463, 2.7986, -0.5453)  0.345
H (-0.6164, 2.0290, -1.6437)  0.342
H (-0.8701, -1.5977, -1.4130)  0.116

Forces on atoms 1 to 2 (eV/Å):
0.0 0.3 -0.1
0.8 1.6 -1.6

***

Record 9
Molecular formula: C2H7NOS
Method: DFT, ωB97M-V/def2-TZVPD

Output
Energy relative to the best compared isomer or geometry (same formula, charge and spin), kcal per mole: 76.0
Orbital gap, eV: 8.796
Net charge: 0

Last column: natural (NBO) charge in e.
Atoms and positions in Å:
C (-0.1830, 0.4939, 1.7204)  -0.193
C (-0.1175, -0.1458, -2.0097)  -0.424
N (0.5260, -0.5609, -0.7923)  -0.940
O (-0.8490, -0.7138, 1.9054)  -0.702
S (1.1044, 0.5059, 0.2052)  0.798
H (0.3910, 0.7268, 2.6179)  0.183
H (-0.8699, 1.3185, 1.4811)  0.163
H (-1.1605, 0.1597, -1.8471)  0.166
H (0.4026, 0.6730, -2.5167)  0.167
H (-0.1235, -1.0153, -2.6710)  0.203
H (-1.0491, -1.0794, 1.0289)  0.491
H (1.9286, -0.3626, 0.8778)  0.089

Forces on atoms 1 to 2 (eV/Å):
0.4 0.5 -0.3
-0.2 0.3 -0.1

***

Record 10
Molecular formula: C2H7NOS2
Method: DFT, ωB97M-V/def2-TZVPD

Output
Energy relative to the best compared isomer or geometry (same formula, charge and spin), kcal per mole: 26.6
SMILES: NC=O.CSS
Orbital gap, eV: 9.306
Net charge: 0

Last column: natural (NBO) charge in e.
Atoms and positions in Å:
C (1.0573, 0.5868, -1.8016)  -0.774
S (-0.5853, 1.0736, -2.3457)  0.099
S (-1.7617, 0.1927, -0.8370)  -0.169
H (0.8422, -0.4857, -2.0347)  0.224
H (1.8172, 0.9868, -2.5520)  0.237
H (1.3274, 0.6380, -0.7497)  0.225
H (-1.9173, 1.2187, -0.0221)  0.159
C (0.0360, -0.1545, 1.8793)  0.504
N (-0.2711, -1.3501, 1.4183)  -0.801
O (-0.7991, 0.8001, 1.9574)  -0.649
H (1.1316, 0.0531, 1.9659)  0.121
H (-1.3214, -1.5111, 1.4115)  0.422
H (0.4443, -2.0486, 1.7102)  0.403

Forces on atoms 1 to 2 (eV/Å):
0.2 -2.0 -1.7
-1.2 1.0 1.0